Molecular formula: C34H51BrEuN2P2
Method: DFT, the ωB97M-V functional and the def2-TZVPD basis

Cartesian coordinates (Å):
C (5.469, -0.508, -5.394)
C (4.400, 0.358, -5.074)
C (3.935, 1.289, -6.029)
C (4.593, 1.352, -7.272)
N (5.621, 0.530, -7.550)
C (6.069, -0.378, -6.662)
C (3.742, 0.257, -3.810)
C (3.043, 0.194, -2.813)
C (1.998, -0.234, -1.936)
C (1.949, -1.470, -1.261)
C (0.768, -1.815, -0.582)
C (-0.467, -1.121, -0.863)
C (-0.329, 0.225, -1.301)
C (0.910, 0.671, -1.830)
Eu (1.045, 1.655, 0.471)
P (-2.169, -1.732, -0.836)
H (3.062, 1.922, -5.819)
H (5.796, -1.284, -4.690)
H (4.257, 2.089, -8.030)
H (6.920, -1.034, -6.934)
H (1.167, 1.701, -2.149)
H (2.833, -2.128, -1.342)
H (-1.271, 0.829, -1.313)
H (0.828, -2.655, 0.146)
C (-3.270, -1.322, 0.593)
C (-4.799, -1.478, 0.283)
H (-3.039, -0.285, 0.949)
H (-3.022, -1.960, 1.469)
H (-5.382, -1.790, 1.174)
H (-5.235, -0.524, -0.083)
H (-4.980, -2.233, -0.508)
C (-3.022, -1.092, -2.299)
C (-2.637, -1.739, -3.622)
H (-2.776, -0.016, -2.320)
H (-4.117, -1.114, -2.137)
H (-2.965, -1.083, -4.435)
H (-1.552, -1.882, -3.717)
H (-3.122, -2.712, -3.778)
C (-1.868, -3.480, -0.872)
C (-3.097, -4.346, -0.855)
H (-1.271, -3.642, 0.032)
H (-1.241, -3.660, -1.750)
H (-2.753, -5.381, -0.905)
H (-3.641, -4.222, 0.085)
H (-3.749, -4.145, -1.710)
Br (0.014, -0.691, 2.089)
P (-1.920, 3.934, -0.102)
C (-3.077, 2.564, -0.543)
C (-4.550, 2.980, -0.590)
H (-2.946, 1.731, 0.165)
H (-2.784, 2.182, -1.532)
H (-5.154, 2.256, -1.148)
H (-4.993, 3.060, 0.407)
H (-4.664, 3.950, -1.077)
C (-0.964, 3.542, 1.426)
C (-1.366, 4.513, 2.565)
H (0.151, 3.655, 1.257)
H (-1.204, 2.489, 1.695)
H (-1.275, 4.018, 3.536)
H (-0.718, 5.415, 2.584)
H (-2.404, 4.835, 2.426)
C (-0.649, 3.877, -1.396)
C (-0.937, 4.882, -2.510)
H (-0.552, 2.866, -1.810)
H (0.300, 4.159, -0.911)
H (-0.038, 5.017, -3.115)
H (-1.732, 4.559, -3.186)
H (-1.225, 5.841, -2.076)
C (0.669, -1.345, 6.069)
N (1.288, -2.583, 5.551)
C (0.436, -3.769, 5.827)
C (1.683, -2.537, 4.076)
C (2.462, -1.277, 3.818)
C (3.494, -0.938, 4.708)
C (4.040, 0.343, 4.628)
C (3.752, 1.177, 3.549)
C (2.914, 0.703, 2.514)
C (2.155, -0.428, 2.770)
H (-0.134, -1.013, 5.406)
H (1.412, -0.554, 6.152)
H (0.261, -1.558, 7.060)
H (2.179, -2.718, 6.050)
H (-0.551, -3.591, 5.384)
H (0.910, -4.632, 5.354)
H (0.358, -3.898, 6.916)
H (2.241, -3.478, 3.924)
H (0.744, -2.628, 3.519)
H (3.808, -1.620, 5.503)
H (4.759, 0.660, 5.367)
H (4.151, 2.192, 3.430)
H (3.025, 1.253, 1.547)

## Properties
2S+1   8
Net charge   +2
⟨S²⟩   15.9068



Molecular formula: C4H11N3O2
Method: DFT, the ωB97M-V functional and the def2-TZVPD basis

Cartesian coordinates (Å):
H (-1.873, 1.597, 0.601)
N (-2.086, 1.332, 1.583)
C (-1.141, 0.502, 1.940)
C (0.086, 0.159, 1.059)
O (0.584, -1.082, 1.476)
O (1.102, 1.099, 1.347)
N (-0.308, 0.207, -0.367)
N (-0.413, 1.606, -0.847)
C (0.625, -0.537, -1.236)
C (0.215, -1.998, -1.386)
H (-1.157, 0.082, 2.956)
H (1.466, -0.835, 1.799)
H (0.626, 1.948, 1.294)
H (-0.863, 1.617, -1.770)
H (0.520, 2.005, -0.997)
H (0.615, -0.115, -2.250)
H (1.662, -0.455, -0.887)
H (0.899, -2.507, -2.073)
H (0.236, -2.544, -0.440)
H (-0.795, -2.080, -1.802)

## Properties
Relative energy (zero: lowest compared OMol25 entry of this formula, charge and spin)   3.0301 eV



Molecular formula: C32H42Cl2NPdSSi4
Method: DFT, the ωB97M-V functional and the def2-TZVPD basis

Cartesian coordinates (Å):
Pd (-0.144, -0.311, -0.168)
C (0.900, 2.435, 1.940)
Si (0.566, 0.691, 2.485)
C (1.985, -0.450, 2.042)
C (0.459, 0.721, 4.356)
C (-1.126, 0.070, 1.923)
Si (-2.640, 1.223, 2.122)
C (-2.349, 3.011, 1.713)
C (-3.054, 1.171, 3.949)
C (-4.104, 0.527, 1.192)
Si (-1.468, -1.801, 2.094)
C (-2.864, -2.215, 3.243)
C (-0.007, -2.820, 2.624)
C (-1.835, -2.517, 0.366)
C (-3.015, -3.147, 0.009)
C (-3.053, -3.916, -1.151)
C (-1.904, -4.055, -1.902)
C (-0.769, -3.356, -1.515)
N (-0.741, -2.587, -0.434)
H (1.970, 2.644, 1.999)
H (0.387, 3.132, 2.602)
H (0.569, 2.640, 0.923)
H (2.841, 0.172, 1.788)
H (1.820, -1.142, 1.212)
H (2.233, -1.065, 2.907)
H (1.460, 0.910, 4.753)
H (0.111, -0.227, 4.773)
H (-0.198, 1.510, 4.713)
H (-1.846, 3.513, 2.539)
H (-3.332, 3.473, 1.593)
H (-1.786, 3.190, 0.800)
H (-2.343, 1.736, 4.549)
H (-3.128, 0.170, 4.365)
H (-4.031, 1.649, 4.058)
H (-3.841, 0.072, 0.237)
H (-4.804, 1.339, 0.984)
H (-4.635, -0.209, 1.795)
H (-2.566, -2.013, 4.273)
H (-3.061, -3.286, 3.158)
H (-3.788, -1.675, 3.052)
H (0.495, -2.430, 3.509)
H (0.728, -2.939, 1.831)
H (-0.393, -3.811, 2.876)
H (-3.888, -3.064, 0.643)
H (-3.966, -4.413, -1.449)
H (-1.882, -4.673, -2.788)
H (0.149, -3.403, -2.092)
Cl (-1.106, -0.989, -3.419)
C (-1.292, 0.692, -3.779)
C (-1.272, 1.066, -5.113)
C (-1.483, 2.391, -5.448)
C (-1.711, 3.322, -4.448)
C (-1.708, 2.923, -3.124)
Cl (-1.986, 4.151, -1.925)
C (-1.489, 1.589, -2.743)
S (-1.544, 1.244, -1.009)
H (-1.111, 0.315, -5.872)
H (-1.478, 2.697, -6.485)
H (-1.885, 4.362, -4.683)
C (4.808, 3.380, 0.118)
C (5.069, 2.019, 0.205)
C (4.126, 1.104, -0.235)
C (2.908, 1.543, -0.770)
C (2.668, 2.919, -0.863)
C (3.611, 3.832, -0.422)
Si (1.685, 0.409, -1.521)
C (2.324, -1.237, -2.052)
C (2.850, -2.226, -1.210)
C (3.418, -3.375, -1.735)
C (3.472, -3.555, -3.111)
C (2.952, -2.590, -3.961)
C (2.372, -1.445, -3.437)
H (5.546, 4.093, 0.460)
H (6.012, 1.672, 0.607)
H (4.350, 0.046, -0.181)
H (1.742, 3.280, -1.297)
H (3.415, 4.893, -0.498)
H (1.104, 1.120, -2.670)
H (2.827, -2.108, -0.136)
H (3.825, -4.128, -1.074)
H (3.920, -4.450, -3.521)
H (2.992, -2.731, -5.033)
H (1.957, -0.705, -4.110)

## Properties
Net charge   +1
Relative energy (zero: lowest compared OMol25 entry of this formula, charge and spin)   2.7020 eV



Molecular formula: C19H20N4O5S
Method: DFT, the ωB97M-V functional and the def2-TZVPD basis

Cartesian coordinates (Å):
C (-3.569, 2.135, -1.033)
C (-3.124, 0.910, -1.999)
C (-3.665, -0.370, -1.440)
C (-1.566, 0.908, -2.214)
O (-1.047, 0.396, -0.992)
C (0.251, 0.731, -0.645)
C (0.824, 1.900, -1.150)
C (2.118, 2.400, -0.748)
C (2.829, 1.680, 0.266)
S (4.363, 2.188, 1.117)
C (3.861, 3.591, 2.153)
O (4.792, 1.069, 1.902)
O (5.333, 2.578, 0.087)
C (2.361, 0.418, 0.662)
C (1.044, -0.003, 0.293)
C (0.577, -1.351, 0.803)
C (-0.650, -1.664, 1.272)
N (-1.207, -2.917, 1.632)
C (-2.699, -3.163, 1.676)
C (-0.431, -4.028, 1.380)
O (-0.924, -5.140, 1.400)
C (1.056, -3.860, 1.406)
N (2.061, -4.755, 0.930)
N (2.883, -4.092, 0.155)
C (2.523, -2.780, 0.068)
C (1.473, -2.514, 0.796)
N (0.098, 2.657, -2.163)
C (-1.117, 2.256, -2.774)
O (-1.419, 2.739, -3.887)
H (-3.223, 3.198, -1.399)
H (-4.680, 2.070, -0.791)
H (-3.196, 2.039, -0.116)
H (-3.578, 1.017, -2.938)
H (-3.442, -1.210, -2.132)
H (-3.402, -0.637, -0.367)
H (-4.776, -0.155, -1.295)
H (-1.249, 0.164, -2.972)
H (2.577, 3.208, -1.269)
H (3.212, 3.123, 2.893)
H (3.296, 4.355, 1.667)
H (4.676, 4.024, 2.633)
H (2.877, -0.182, 1.337)
H (-1.523, -0.940, 1.301)
H (-2.948, -3.775, 0.800)
H (-2.949, -3.725, 2.599)
H (-3.265, -2.209, 1.587)
H (1.161, -3.879, 2.497)
H (3.015, -2.035, -0.577)
H (0.391, 3.631, -2.412)

## Properties
Relative energy (zero: lowest compared OMol25 entry of this formula, charge and spin)   6.2519 eV



Molecular formula: C44H60BrClN6O6S2SbTl
Method: DFT, the ωB97M-V functional and the def2-TZVPD basis

Cartesian coordinates (Å):
Tl (0.010, -20.563, -3.547)
O (-2.505, -22.193, 1.448)
H (-2.685, -21.588, 0.748)
H (-1.850, -21.773, 2.065)
O (2.761, -19.087, -4.507)
C (1.549, -19.137, -4.765)
S (1.079, -22.313, 5.859)
C (-0.117, -21.883, 4.691)
N (-0.848, -21.675, 3.834)
C (0.384, -22.166, -8.462)
C (-0.128, -23.544, -8.952)
C (-0.549, -23.430, -10.399)
C (-1.397, -23.854, -8.084)
C (0.899, -24.699, -8.686)
O (2.195, -24.232, -9.124)
C (0.750, -25.907, -9.600)
C (-0.494, -26.790, -9.615)
C (-0.748, -27.566, -8.300)
C (-2.110, -27.798, -8.015)
C (-2.483, -28.672, -7.029)
C (-1.506, -29.181, -6.213)
Cl (-1.982, -30.241, -4.814)
C (-0.155, -29.008, -6.481)
C (0.218, -28.133, -7.513)
C (0.995, -25.177, -7.161)
N (1.424, -24.079, -6.283)
C (0.789, -23.508, -5.269)
N (1.522, -22.528, -4.773)
C (2.621, -22.519, -5.545)
N (2.611, -23.479, -6.488)
H (-0.498, -21.462, -8.484)
H (1.144, -21.740, -9.202)
H (0.907, -22.135, -7.495)
H (-1.157, -22.529, -10.501)
H (-0.961, -24.378, -10.763)
H (0.365, -23.367, -11.054)
H (-2.251, -23.251, -8.467)
H (-1.151, -23.403, -7.126)
H (-1.661, -24.924, -8.063)
H (2.669, -23.826, -8.376)
H (1.600, -26.556, -9.311)
H (0.910, -25.550, -10.613)
H (-0.359, -27.493, -10.438)
H (-1.263, -26.055, -9.851)
H (-2.764, -27.144, -8.748)
H (-3.552, -28.810, -6.854)
H (0.713, -29.369, -5.868)
H (1.256, -28.292, -7.995)
H (1.759, -25.904, -7.197)
H (0.086, -25.500, -6.779)
H (-0.155, -23.714, -4.872)
H (3.418, -21.841, -5.417)
N (-0.616, -17.591, -1.687)
C (-1.066, -16.645, -2.706)
C (-1.976, -17.077, -3.664)
C (-2.354, -16.258, -4.706)
C (-1.780, -15.011, -4.890)
C (-0.843, -14.595, -3.945)
C (-0.505, -15.385, -2.891)
S (-2.304, -13.958, -6.236)
O (-3.312, -14.736, -6.928)
O (-2.880, -12.737, -5.593)
O (-1.096, -13.741, -7.008)
H (-0.313, -17.138, -0.822)
H (-1.210, -18.381, -1.561)
H (-2.347, -18.070, -3.507)
H (-3.023, -16.574, -5.502)
H (-0.449, -13.541, -3.972)
H (0.282, -15.008, -2.204)
Br (1.574, -24.444, -1.687)
C (1.715, -22.795, -0.753)
C (1.502, -22.770, 0.596)
C (1.786, -21.531, 1.185)
C (2.342, -20.484, 0.466)
C (2.406, -20.661, -0.922)
N (2.065, -21.765, -1.543)
H (1.136, -23.540, 1.188)
H (1.614, -21.402, 2.278)
H (2.679, -19.585, 0.908)
H (2.760, -19.881, -1.568)
C (-0.212, -16.819, -7.734)
C (-0.633, -18.114, -7.550)
C (-0.047, -18.753, -6.474)
C (0.916, -18.141, -5.697)
C (1.387, -16.823, -6.015)
C (0.752, -16.106, -7.061)
H (-0.900, -16.238, -8.330)
H (-1.377, -18.613, -8.184)
H (-0.228, -19.762, -6.382)
H (2.138, -16.374, -5.431)
H (0.887, -15.031, -7.134)
C (-6.150, -22.242, 0.185)
C (-6.189, -22.236, -1.396)
C (-6.264, -23.644, -2.019)
Sb (-4.509, -20.863, -1.949)
C (-5.781, -19.169, -1.588)
C (-6.903, -18.773, -2.567)
C (-4.944, -17.963, -1.141)
C (-4.727, -20.969, -4.090)
C (-4.030, -19.796, -4.790)
C (-4.166, -22.270, -4.716)
H (-7.108, -22.612, 0.603)
H (-5.929, -21.268, 0.643)
H (-5.310, -22.871, 0.531)
H (-7.021, -21.688, -1.821)
H (-5.611, -24.307, -1.482)
H (-5.988, -23.589, -3.083)
H (-7.289, -23.954, -1.844)
H (-6.404, -19.404, -0.723)
H (-6.488, -18.492, -3.520)
H (-7.423, -17.928, -2.177)
H (-7.616, -19.561, -2.783)
H (-4.168, -17.644, -1.862)
H (-4.458, -18.160, -0.169)
H (-5.654, -17.137, -0.938)
H (-5.801, -20.889, -4.130)
H (-2.986, -19.797, -4.474)
H (-4.450, -18.825, -4.447)
H (-4.012, -19.896, -5.877)
H (-3.075, -22.279, -4.406)
H (-4.259, -22.179, -5.815)
H (-4.685, -23.173, -4.400)

## Properties
Net charge   -2
Relative energy (zero: lowest compared OMol25 entry of this formula, charge and spin)   1.1185 eV



Molecular formula: ClF2H
Method: DFT, the ωB97M-V functional and the def2-TZVPD basis

Cartesian coordinates (Å):
H (1.175, 0.586, 0.476)
F (-1.917, -0.791, -0.111)
F (-1.267, 0.498, -0.199)
Cl (2.010, -0.292, -0.167)

## Properties
Relative energy (zero: lowest compared OMol25 entry of this formula, charge and spin)   2.7562 eV



Molecular formula: C62H52HfOP3SiTe2
Method: DFT, the ωB97M-V functional and the def2-TZVPD basis

Cartesian coordinates (Å):
Hf (-1.639, -0.767, -0.079)
C (-0.539, -4.074, 5.116)
C (-0.298, -4.007, 3.779)
C (-0.588, -2.865, 3.052)
C (-1.245, -1.804, 3.663)
C (-1.345, -1.823, 5.046)
C (-0.971, -2.949, 5.808)
P (-1.830, -0.374, 2.752)
C (-3.501, -0.114, 3.423)
C (-4.269, -1.210, 3.864)
C (-5.501, -0.944, 4.485)
C (-5.969, 0.324, 4.586)
C (-5.254, 1.405, 4.079)
C (-4.050, 1.177, 3.461)
C (-0.784, 1.034, 3.342)
C (-0.926, 1.700, 4.565)
C (-0.127, 2.775, 4.862)
C (0.879, 3.180, 4.015)
C (1.032, 2.494, 2.840)
C (0.267, 1.377, 2.480)
Si (0.648, 0.297, 0.911)
C (2.193, -0.677, 1.521)
C (2.597, -0.486, 2.873)
C (3.917, -0.688, 3.234)
C (4.896, -1.113, 2.346)
C (4.467, -1.367, 1.029)
C (3.139, -1.260, 0.629)
P (2.487, -1.815, -0.970)
C (3.696, -1.197, -2.254)
C (3.446, -1.602, -3.578)
C (4.271, -1.122, -4.607)
C (5.275, -0.219, -4.362)
C (5.462, 0.246, -3.063)
C (4.650, -0.180, -2.062)
C (2.818, -3.616, -1.042)
C (3.805, -4.329, -0.327)
C (3.921, -5.729, -0.410)
C (3.024, -6.415, -1.235)
C (2.114, -5.728, -1.980)
C (2.009, -4.363, -1.900)
C (1.069, 1.477, -0.522)
C (2.347, 1.714, -1.002)
C (2.616, 2.594, -2.081)
C (1.544, 3.185, -2.683)
C (0.229, 3.030, -2.274)
C (-0.006, 2.190, -1.192)
P (-1.636, 2.234, -0.390)
C (-2.943, 2.853, -1.501)
C (-3.151, 4.212, -1.788)
C (-4.382, 4.598, -2.288)
C (-5.342, 3.647, -2.636)
C (-5.119, 2.346, -2.404)
C (-3.968, 1.952, -1.791)
C (-1.385, 3.711, 0.633)
C (-0.189, 4.408, 0.671)
C (-0.128, 5.640, 1.370)
C (-1.222, 6.137, 2.034)
C (-2.412, 5.439, 1.987)
C (-2.466, 4.221, 1.332)
H (-0.271, -4.879, 5.767)
H (-0.004, -4.896, 3.171)
H (-0.429, -2.891, 1.972)
H (-1.691, -0.904, 5.567)
H (-1.114, -2.996, 6.863)
H (-3.849, -2.144, 3.886)
H (-6.071, -1.701, 4.940)
H (-6.895, 0.452, 5.110)
H (-5.589, 2.422, 4.249)
H (-3.469, 1.976, 2.987)
H (-1.730, 1.514, 5.247)
H (-0.409, 3.340, 5.756)
H (1.606, 3.871, 4.423)
H (1.868, 2.768, 2.165)
H (1.884, -0.167, 3.613)
H (4.182, -0.399, 4.307)
H (5.930, -1.116, 2.596)
H (5.166, -1.749, 0.299)
H (2.648, -2.365, -3.838)
H (4.184, -1.605, -5.602)
H (5.901, 0.072, -5.193)
H (6.222, 0.971, -2.805)
H (4.748, 0.185, -1.055)
H (4.482, -3.773, 0.338)
H (4.692, -6.253, 0.144)
H (3.014, -7.446, -1.267)
H (1.368, -6.244, -2.565)
H (1.253, -3.822, -2.418)
H (3.155, 1.213, -0.471)
H (3.644, 2.779, -2.449)
H (1.670, 3.866, -3.505)
H (-0.615, 3.575, -2.679)
H (-2.413, 4.958, -1.416)
H (-4.627, 5.671, -2.398)
H (-6.241, 3.975, -3.133)
H (-5.890, 1.592, -2.644)
H (-3.813, 0.967, -1.418)
H (0.655, 4.015, 0.128)
H (0.823, 6.169, 1.441)
H (-1.139, 7.045, 2.631)
H (-3.322, 5.799, 2.465)
H (-3.366, 3.672, 1.309)
O (-4.085, -0.574, 0.465)
H (-4.584, -0.367, 1.259)
H (-4.267, -1.539, 0.329)
Te (-1.682, -3.346, -0.417)
C (-1.689, -2.370, -3.922)
Te (-2.061, -0.456, -3.127)
C (-0.035, 0.077, -3.732)
C (0.309, -1.097, -4.734)
C (1.364, -0.970, -5.599)
C (1.771, -1.975, -6.443)
C (1.199, -3.228, -6.280)
C (0.159, -3.351, -5.378)
C (-0.374, -2.312, -4.706)
H (-2.483, -2.746, -4.655)
H (-1.559, -3.128, -3.143)
H (0.542, 0.132, -2.824)
H (-0.095, 1.068, -4.261)
H (1.935, 0.006, -5.629)
H (2.587, -1.705, -7.116)
H (1.596, -4.095, -6.772)
H (-0.323, -4.305, -5.197)

## Properties
Net charge   +1
Relative energy (zero: lowest compared OMol25 entry of this formula, charge and spin)   2.2605 eV



| no. | E (eV) |
| --- | --- |
| 1 | -146993.539 |
| 2 | -12889.800 |
| 3 | -106222.700 |
| 4 | -47056.215 |
| 5 | -183292.629 |
| 6 | -17968.671 |
| 7 | -118817.121 |